Below is 10 unconnected molecules or ions with the total composition H19O10, with properties calculated with wB97M-V/def2-TZVPD.

The LUMO energy is 0.1083 Eh. Its maximum force is 7.99 eV/A. For the HOMO energy, the calculation gives -5.8357 eV. The value obtained for the energy above the lowest of the compared OMol25 structures with the same formula, charge and spin is 473.5 kJ/mol. As for the total charge: -1.

Geometry as XYZ:
```
29
Properties=species:S:1:pos:R:3:nbo_charge:R:1
O 0.758 -1.760 0.151 -1.037
H -2.277 -3.769 0.765 0.470
H 0.808 -1.412 3.458 0.443
O -0.862 -2.607 -3.266 -0.985
H -1.399 -2.797 -2.512 0.450
H 0.669 -1.614 -0.896 0.509
O 2.310 1.519 1.280 -0.947
H -0.395 -1.890 -2.924 0.490
H 3.018 1.913 0.934 0.452
O 0.727 1.230 -2.451 -0.957
H -0.372 1.800 1.939 0.478
H 1.025 -0.916 0.176 0.441
O -0.205 0.893 2.082 -0.960
H 1.690 -1.513 -2.715 0.449
H -0.253 0.986 -2.697 0.453
O -1.992 3.002 1.276 -0.930
H -2.598 3.101 0.621 0.464
H -1.249 3.437 1.098 0.469
O -0.277 2.451 -0.568 -1.034
H 0.663 2.554 -0.559 0.462
H -1.578 -2.352 0.965 0.493
O -2.234 -2.846 0.593 -0.964
H -0.263 -0.869 2.718 0.470
H -0.068 0.606 1.121 0.473
O 0.088 -0.824 3.527 -0.914
H 2.568 0.791 2.052 0.495
O 0.888 -1.100 -2.348 -1.214
H 0.994 0.328 -2.517 0.495
H -0.183 1.659 -1.304 0.486
```